ORCA calculation (ωB97M-V/def2-TZVPD) on 2 unconnected molecules or ions with the total composition C4H8F2N2.

Properties
- ΔE to the lowest compared entry with this formula, charge and spin (kJ/mol) = 495.5
- E_LUMO (eV) = -0.80
- frontier orbital gap (eV) = 8.598
- HOMO level (eV) = -9.4
- 2S+1 = 1

Structure (XYZ):
```
16
Properties=species:S:1:pos:R:3:forces:R:3
C -0.29058 1.60063 0.46625 -2.947 1.709 1.747
C 0.17520 0.44174 -0.33953 2.846 2.047 -3.976
C -0.72825 -0.22493 -1.39680 -3.028 -1.165 0.114
C 0.80127 -1.35084 1.20228 -4.750 0.405 2.410
H -1.32334 2.00232 -0.04442 2.872 -0.315 0.653
H -0.58361 1.63438 1.55113 0.134 -1.374 -0.919
H 0.92183 1.25349 -0.96821 -1.733 -2.579 0.806
H -1.32659 0.29032 -2.21693 0.835 0.661 1.745
H -1.52261 -0.89217 -0.85683 1.439 0.903 -0.820
H 1.60921 -1.59790 -0.91443 -1.521 3.653 3.067
H 1.64903 -1.84131 1.48265 2.006 -2.063 0.920
H -1.00228 -0.78521 1.53068 0.737 -1.270 0.715
N 1.12174 -0.50007 0.19911 1.335 -2.235 -3.053
N -0.30969 -1.48986 1.94124 1.963 1.975 -2.862
F 0.78458 2.52111 0.57366 -0.798 0.070 -0.740
F 0.02409 -1.06170 -2.20984 0.611 -0.424 0.192
```
Forces are in eV/Å.

Electronic structure analysis, Mulliken charges in units of e:
1. C -0.235
2. C -0.066
3. C -0.294
4. C 0.056
5. H 0.241
6. H 0.221
7. H 0.137
8. H 0.317
9. H 0.209
10. H 0.359
11. H 0.487
12. H 0.290
13. N -0.455
14. N -0.673
15. F -0.302
16. F -0.292

=====

ORCA calculation (ωB97M-V/def2-TZVPD) on C4H8F2NOP in the gas phase.

Properties
- E_LUMO (eV) = 0.53
- frontier orbital gap (eV) = 8.966
- HOMO level (eV) = -8.4
- SMILES = FP(F)N1CCCCO1
- 2S+1 = 1

Structure (XYZ):
```
17
Properties=species:S:1:pos:R:3:forces:R:3
F -3.20019 1.29725 0.18176 -0.005 -0.687 -1.317
P -3.06899 -0.12013 -0.60938 3.573 0.500 3.387
F -3.35545 -0.92036 0.75518 -0.289 -0.273 -1.240
N -1.04548 -0.22261 -0.17556 -3.361 2.254 0.643
C -0.27983 1.03799 -0.30964 -3.094 1.070 2.311
C 0.91944 0.91397 0.59388 2.091 -1.268 -1.414
C 1.71257 -0.26221 -0.06229 0.707 1.339 -1.165
C 0.80501 -1.50355 -0.09749 0.811 1.959 0.965
O -0.38040 -1.21188 -0.81743 0.822 -2.333 -1.808
H -1.00342 1.83713 0.05905 1.008 -0.832 -0.255
H -0.10146 1.28819 -1.31710 0.854 0.122 -1.384
H 0.68932 0.44974 1.52594 -0.742 0.663 1.128
H 1.56290 1.80271 0.66650 -0.504 -0.125 0.139
H 1.97650 0.11390 -1.11420 -0.476 -0.955 1.055
H 2.71438 -0.53803 0.34819 -0.877 0.340 0.306
H 1.48201 -2.16493 -0.57042 -0.482 -1.659 -0.912
H 0.57310 -1.79718 0.94299 -0.036 -0.113 -0.438
```
Forces are in eV/Å.

Electronic structure analysis, Mulliken charges in units of e:
1. F -0.259
2. P 0.503
3. F -0.224
4. N -0.106
5. C -0.632
6. C -0.591
7. C -0.770
8. C -0.338
9. O -0.289
10. H 0.309
11. H 0.428
12. H 0.308
13. H 0.331
14. H 0.305
15. H 0.360
16. H 0.353
17. H 0.312

=====

ORCA calculation (ωB97M-V/def2-TZVPD) on a gas-phase ion, C4H8FINO (charge +1).

Properties
- net charge = +1
- ΔE to the lowest compared entry with this formula, charge and spin (kJ/mol) = 67.7
- E_LUMO (eV) = -5.18
- frontier orbital gap (eV) = 8.391
- HOMO level (eV) = -13.6
- SMILES = C/[NH+]=C\[C@H](O)[C@H](F)I
- 2S+1 = 1

Structure (XYZ):
```
16
Properties=species:S:1:pos:R:3:forces:R:3
C 1.99614 0.19560 -0.77764 1.195 -5.866 -0.030
N 1.13895 1.20948 -0.43121 -3.366 3.749 0.260
C -0.08898 1.19290 -0.02021 -0.618 -3.236 1.563
C -0.69392 -0.07186 0.86192 1.760 -0.497 -2.345
O 0.41588 -0.89348 1.25249 -1.053 -0.115 -0.707
C -1.95408 -0.92994 0.22841 1.343 -0.079 3.006
F -1.72570 -1.41787 -0.98342 1.085 -0.230 -1.478
I -3.65866 0.31495 0.05812 -0.092 -0.021 0.382
H 2.35012 0.49164 -1.77231 0.194 -0.732 0.206
H 2.86466 -0.06719 -0.09174 -1.093 0.964 -0.648
H 1.34534 -0.79139 -0.77649 1.837 2.006 -0.685
H 1.45862 2.04553 -0.91898 -0.559 0.562 0.574
H -0.86214 1.94940 -0.09905 0.827 0.841 -0.281
H -0.91717 0.37075 1.79822 -1.186 0.879 0.679
H 0.33639 -1.72103 0.76264 0.263 -0.221 0.187
H -2.00542 -1.87749 0.90925 -0.538 1.996 -0.684
```
Forces are in eV/Å.

Electronic structure analysis, Mulliken charges in units of e:
1. C -0.619
2. N -0.047
3. C -0.010
4. C -0.327
5. O -0.535
6. C -0.194
7. F -0.234
8. I 0.152
9. H 0.339
10. H 0.279
11. H 0.222
12. H 0.339
13. H 0.370
14. H 0.456
15. H 0.363
16. H 0.446

=====

ORCA calculation (ωB97M-V/def2-TZVPD) on C4H8FN in the gas phase.

Properties
- ΔE to the lowest compared entry with this formula, charge and spin (kJ/mol) = 97.9
- E_LUMO (eV) = 0.93
- frontier orbital gap (eV) = 10.038
- HOMO level (eV) = -9.1
- SMILES = C/C(=C/F)CN
- 2S+1 = 1

Structure (XYZ):
```
14
Properties=species:S:1:pos:R:3:forces:R:3
C 0.72432 1.83918 -0.02454 0.981 -2.737 -1.141
C -0.03717 0.50003 -0.01203 1.173 0.960 2.307
C -1.34624 0.42549 -0.19394 1.524 -1.339 0.457
F -1.94118 -0.79570 0.03690 -0.302 1.172 -0.416
C 0.79025 -0.60220 0.64206 0.485 -0.203 -0.835
N 1.54419 -1.37697 -0.38890 -1.612 -0.257 -1.078
H 1.54912 1.77963 -0.75136 -0.367 0.022 -0.306
H 1.30503 1.99367 0.87125 -0.604 0.300 0.748
H 0.06622 2.57780 -0.32362 -0.982 2.013 -0.244
H -1.91892 1.27673 -0.47010 -1.069 0.031 -0.322
H 0.18614 -1.30315 1.21029 -0.204 -0.018 -0.092
H 1.52216 -0.16437 1.36682 -0.572 -0.260 -0.686
H 0.87418 -1.52215 -1.21614 1.360 0.130 1.654
H 2.29044 -0.81311 -0.76619 0.189 0.185 -0.047
```
Forces are in eV/Å.

Electronic structure analysis, Mulliken charges in units of e:
1. C -1.286
2. C 0.546
3. C -0.259
4. F -0.255
5. C -0.656
6. N -0.622
7. H 0.294
8. H 0.312
9. H 0.387
10. H 0.381
11. H 0.321
12. H 0.301
13. H 0.274
14. H 0.262

=====

ORCA calculation (ωB97M-V/def2-TZVPD) on a gas-phase ion, C4H8FN2 (charge +1).

Properties
- net charge = +1
- ΔE to the lowest compared entry with this formula, charge and spin (kJ/mol) = 464.8
- E_LUMO (alpha / beta) (eV) = -5.06 / -4.31
- frontier orbital gap (alpha / beta) (eV) = 7.362 / 9.693
- HOMO level (alpha / beta) (eV) = -12.4 / -14.0
- 2S+1 = 1

Structure (XYZ):
```
15
Properties=species:S:1:pos:R:3:forces:R:3
C -2.13861 0.08935 0.01199 2.667 0.822 0.084
C 0.23429 1.74267 0.00375 -0.862 -0.193 0.052
C -0.32166 -1.49274 -0.18291 0.193 -0.026 -0.055
C 0.75917 -0.63655 0.48677 -0.402 -0.748 0.295
N -1.66420 -1.01087 -0.14445 -1.346 -0.003 -0.012
N 1.12509 0.60625 -0.26628 0.201 0.098 -0.217
F -3.29295 0.60275 0.07791 -0.817 -0.067 -0.058
H 0.11655 2.42967 -0.81460 -0.057 -0.024 -0.227
H 0.34531 2.16343 0.98720 -0.038 -0.135 0.241
H -0.09023 -1.69074 -1.23586 0.161 -0.075 0.128
H -0.35616 -2.46173 0.32476 0.332 0.129 -0.087
H 0.43319 -0.33446 1.48331 0.124 0.060 -0.093
H 1.64929 -1.26292 0.57523 0.002 0.196 -0.052
H 1.09787 0.40804 -1.27259 0.136 0.015 0.179
H 2.10304 0.84787 -0.03425 -0.294 -0.048 -0.177
```
Forces are in eV/Å.

Electronic structure analysis, Mulliken charges in units of e:
1. C 0.343
2. C -0.705
3. C -0.509
4. C -0.523
5. N -0.198
6. N -0.103
7. F -0.132
8. H 0.328
9. H 0.329
10. H 0.355
11. H 0.331
12. H 0.348
13. H 0.388
14. H 0.381
15. H 0.368

=====

ORCA calculation (ωB97M-V/def2-TZVPD) on C4H8FNO in the gas phase.

Properties
- ΔE to the lowest compared entry with this formula, charge and spin (kJ/mol) = 124.7
- E_LUMO (eV) = 0.88
- frontier orbital gap (eV) = 9.676
- HOMO level (eV) = -8.8
- SMILES = CO/C=C(\F)CN
- 2S+1 = 1

Structure (XYZ):
```
15
Properties=species:S:1:pos:R:3:forces:R:3
C 1.97223 0.64007 1.41487 0.889 -0.630 -0.162
O 0.92519 1.51921 1.12403 -0.056 0.394 -0.091
C -0.02229 1.11639 0.25186 -0.156 2.130 0.130
C -0.21943 -0.02651 -0.36959 -0.004 -0.877 -0.567
F 0.65219 -1.08665 -0.23344 -0.371 0.197 0.116
C -1.33166 -0.34552 -1.33879 0.701 1.050 1.175
N -2.13683 -1.47684 -0.96295 0.330 -1.765 0.624
H 2.56950 0.39223 0.49651 -0.547 0.085 0.858
H 1.55906 -0.25096 1.88704 0.267 -0.257 -0.159
H 2.61250 1.13318 2.14472 -0.003 0.108 -0.125
H -0.60809 2.03792 0.03014 -0.134 -1.320 -0.005
H -1.92394 0.59427 -1.37423 0.120 -0.763 -0.533
H -0.83867 -0.59914 -2.26115 -0.124 0.247 -0.761
H -1.52114 -2.30302 -0.76976 -0.579 0.969 -0.657
H -2.55569 -1.34706 -0.05403 -0.332 0.433 0.157
```
Forces are in eV/Å.

Electronic structure analysis, Mulliken charges in units of e:
1. C -0.643
2. O -0.379
3. C -0.218
4. C 0.543
5. F -0.291
6. C -0.582
7. N -0.642
8. H 0.263
9. H 0.294
10. H 0.236
11. H 0.260
12. H 0.318
13. H 0.309
14. H 0.268
15. H 0.264